Entry 1:
{"formula": "C9H27BeO9", "method": "the ωB97M-V functional and the def2-TZVPD basis", "elements": ["Be", "C", "O", "H", "H", "H", "C", "O", "H", "H", "H", "C", "O", "H", "H", "H", "C", "C", "O", "O", "H", "H", "H", "H", "H", "H", "C", "C", "O", "O", "H", "H", "H", "H", "H", "H", "C", "C", "O", "O", "H", "H", "H", "H", "H", "H"], "xyz": [[0.41850, 0.76932, -0.34872], [2.05525, -2.01140, -2.10163], [1.01126, -1.11690, -1.95949], [1.68437, -3.02953, -1.98355], [2.45013, -1.97511, -3.11693], [2.93114, -2.00615, -1.45286], [-1.99711, 2.15122, -2.36260], [-1.35878, 0.87692, -2.55073], [-1.33023, 2.83181, -1.83330], [-2.32650, 2.56413, -3.31608], [-2.83597, 2.08493, -1.66978], [0.82205, 3.53804, 1.76620], [-0.01087, 2.51567, 1.34612], [0.19488, 4.14569, 2.41852], [1.74087, 3.23812, 2.27011], [1.13305, 4.13609, 0.90964], [-3.50767, -1.22373, -0.03341], [-4.31492, -0.47718, 0.99676], [-3.52179, -0.72694, 2.19774], [-2.19139, -0.75092, -0.32186], [-4.08826, -1.19506, -0.95547], [-3.58796, -2.28635, 0.19573], [-5.33449, -0.83762, 1.13327], [-4.42110, 0.59272, 0.81746], [-3.04148, 0.06261, 2.45758], [-2.13229, -0.46952, -1.23778], [2.90347, 2.43326, -1.09822], [3.68623, 1.16168, -0.59392], [2.80275, 0.51685, 0.35346], [1.84208, 2.15237, -1.90182], [3.64412, 3.03919, -1.62013], [2.69722, 3.10772, -0.26715], [4.61309, 1.37131, -0.05997], [3.93790, 0.33866, -1.26280], [3.26290, -0.21911, 0.76360], [1.63346, 2.93250, -2.42094], [-0.11613, -3.56254, 1.18534], [0.78281, -2.60646, 1.92795], [0.37697, -1.33146, 1.66421], [-1.43992, -3.63408, 1.72423], [0.07907, -4.63492, 1.18623], [-0.23846, -3.20575, 0.16269], [1.81019, -2.84268, 1.65083], [0.88508, -2.76671, 3.00125], [0.20591, -0.89529, 2.50211], [-1.80943, -2.75538, 1.83812]], "forces_ev_per_angstrom": [[-0.02, -0.31, -0.80], [-1.98, 0.68, -0.27], [0.83, 0.39, 1.04], [-0.12, -0.98, 0.06], [0.52, 0.00, -0.72], [0.68, 0.61, 0.86], [1.37, -2.46, 0.26], [-0.76, 1.30, 0.99], [0.34, 0.69, -0.17], [-0.23, 0.45, -0.32], [-0.82, 0.01, 0.12], [-1.39, -1.04, -0.91], [0.35, -1.21, -0.62], [0.34, 0.79, 0.55], [0.46, -0.23, 0.50], [0.31, 0.78, -0.32], [-0.70, 0.34, -2.40], [2.05, 0.16, 1.01], [-1.10, 0.19, 0.61], [-1.40, -0.96, 2.15], [-0.21, 0.22, -0.53], [0.72, -0.23, 0.56], [0.07, -0.55, 0.03], [0.39, 0.10, -0.19], [0.11, 0.16, -0.32], [0.50, 0.87, -1.20], [3.36, -0.19, 0.87], [-1.65, -0.48, 0.86], [-0.29, 0.92, 0.11], [-1.14, -0.83, -0.44], [0.47, 0.01, -0.67], [-0.54, -0.55, 0.62], [0.13, 0.87, -0.05], [-0.17, 0.69, -1.16], [-0.02, -0.47, 0.07], [-0.44, 0.01, -0.06], [-1.65, -0.30, -0.03], [1.00, -2.13, 0.39], [-0.29, 1.52, -0.06], [-0.48, -0.04, 0.74], [1.19, 0.14, -0.04], [0.58, 0.12, -0.23], [0.42, 0.43, -0.84], [-0.77, -0.42, 0.38], [-0.04, 0.48, -0.18], [0.01, 0.46, -0.25]], "mulliken_charge": [-1.997, -0.991, -0.421, 0.266, 0.281, 0.177, -0.634, -0.644, 0.086, 0.269, 0.115, -0.568, -0.324, 0.305, 0.132, 0.074, -0.497, -0.459, -0.492, -0.078, 0.375, 0.307, 0.260, 0.311, 0.278, 0.109, -0.473, -0.336, 0.585, 0.221, 0.523, 0.026, 0.384, 0.284, 0.016, 0.106, -0.262, -0.688, 0.488, -0.568, 0.369, 0.200, 0.207, 0.386, 0.000, 0.295], "orbital_gap_ev": [2.9, 5.5], "s_squared": 0.753, "total_charge": -2, "e_homo_ev": [2.4, -0.3], "spin_multiplicity": 2, "e_lumo_ha": [0.19614, 0.19357]}


Entry 2:
{"formula": "C45H51HfN5O2Se", "method": "the ωB97M-V functional and the def2-TZVPD basis", "elements": ["Hf", "C", "C", "O", "C", "C", "C", "N", "N", "C", "O", "C", "C", "C", "C", "C", "C", "H", "H", "H", "H", "H", "H", "H", "H", "H", "H", "H", "H", "C", "C", "C", "C", "C", "C", "C", "C", "C", "C", "C", "C", "N", "C", "C", "C", "C", "C", "N", "C", "C", "C", "C", "H", "H", "H", "H", "H", "H", "H", "H", "H", "H", "H", "H", "H", "H", "H", "H", "H", "H", "H", "H", "H", "H", "H", "H", "H", "H", "H", "H", "H", "N", "C", "C", "C", "C", "C", "C", "H", "H", "H", "H", "H", "Se", "C", "C", "C", "C", "C", "C", "H", "H", "H", "H", "H"], "xyz": [[-0.07191, -0.19560, 0.91472], [-0.01522, 0.26836, 5.42232], [-0.56169, 0.27859, 4.00332], [-0.21080, -0.64480, 3.19675], [-1.50278, 1.25703, 3.71551], [-2.27702, 1.22283, 2.54672], [-3.43530, 2.16434, 2.36713], [-2.03316, 0.26457, 1.68344], [-3.03288, -0.17044, 0.85344], [-2.62085, -1.10081, 0.03446], [-1.39937, -1.45682, -0.15661], [-3.74503, -1.84062, -0.57856], [-4.84396, -1.13937, -1.06545], [-5.96462, -1.81705, -1.49996], [-6.01684, -3.20228, -1.43591], [-4.91674, -3.90464, -0.96890], [-3.78374, -3.23127, -0.55264], [0.79063, -0.45317, 5.51229], [-0.82118, 0.01106, 6.10983], [0.37000, 1.25243, 5.67516], [-1.68987, 2.02864, 4.44321], [-3.64532, 2.69466, 3.29388], [-4.30083, 1.59629, 2.03062], [-3.17662, 2.88030, 1.58656], [-4.78659, -0.06380, -1.09774], [-6.80976, -1.25707, -1.87839], [-6.91166, -3.72922, -1.74608], [-4.94801, -4.98584, -0.90564], [-2.92966, -3.77281, -0.17593], [2.03951, 3.94518, -0.67279], [2.46003, 2.50090, -0.94024], [3.99141, 2.40480, -0.92680], [1.90844, 1.94525, -2.23362], [1.93674, 2.71303, -3.38870], [1.51067, 2.20431, -4.59809], [1.06966, 0.89857, -4.66115], [1.03097, 0.08986, -3.53578], [0.59102, -1.35272, -3.67421], [-0.93001, -1.45867, -3.58875], [1.08587, -1.99604, -4.97582], [1.41172, 0.63016, -2.29393], [1.32663, -0.15990, -1.12802], [2.38435, -0.83212, -0.78395], [2.40379, -1.72853, 0.30226], [3.48517, -2.50149, 0.76015], [2.96791, -3.36739, 1.70807], [1.59342, -3.10434, 1.79134], [1.25111, -2.08983, 0.97326], [0.59942, -3.95221, 2.54809], [1.01457, -5.43219, 2.46148], [0.52264, -3.53439, 4.01978], [-0.78120, -3.81002, 1.90610], [2.35502, 4.22389, 0.33006], [0.95886, 4.01947, -0.71479], [2.48233, 4.64553, -1.38353], [2.05909, 1.90705, -0.10220], [4.42084, 3.02859, -1.71339], [4.33049, 1.38065, -1.07542], [4.37008, 2.75344, 0.03302], [2.30023, 3.72857, -3.33944], [1.50084, 2.82843, -5.48036], [0.75769, 0.49855, -5.61380], [1.01287, -1.92308, -2.83991], [-1.40068, -0.90662, -4.40043], [-1.27023, -1.04782, -2.64361], [-1.24288, -2.50048, -3.64939], [0.53895, -1.62482, -5.84059], [0.92435, -3.07185, -4.93457], [2.14644, -1.80495, -5.13115], [3.31741, -0.73534, -1.35927], [4.51198, -2.40037, 0.45184], [3.51895, -4.09785, 2.27412], [1.93232, -5.62193, 3.01328], [1.16623, -5.72679, 1.42427], [0.23307, -6.06441, 2.88460], [0.17076, -2.50757, 4.07345], [-0.16171, -4.19130, 4.56000], [1.50190, -3.58322, 4.49253], [-0.72258, -4.04286, 0.84270], [-1.13638, -2.78544, 2.01287], [-1.49642, -4.48561, 2.38182], [0.87275, 1.42134, 1.46254], [1.54145, 1.58908, 2.58070], [1.33870, 2.73591, 3.41842], [1.98078, 2.89465, 4.61927], [2.91807, 1.96824, 5.06540], [3.19946, 0.87292, 4.25005], [2.55452, 0.68540, 3.05371], [0.59197, 3.45253, 3.10616], [1.74496, 3.75348, 5.24841], [3.40546, 2.09048, 6.02740], [3.93024, 0.13922, 4.58788], [2.78093, -0.18601, 2.44316], [-1.70588, 1.53175, -1.30017], [-1.42121, 2.75867, -2.73693], [-1.02378, 4.07216, -2.49143], [-0.85405, 4.97443, -3.51916], [-1.10950, 4.59748, -4.82796], [-1.54645, 3.30709, -5.08641], [-1.68803, 2.39675, -4.05938], [-0.86024, 4.38270, -1.47125], [-0.53729, 5.99010, -3.30424], [-0.97639, 5.30638, -5.63714], [-1.77881, 3.01659, -6.10703], [-2.02054, 1.39107, -4.27091]], "forces_ev_per_angstrom": [[0.92, 0.32, 0.54], [-0.09, -0.34, -0.38], [-0.35, -0.14, 0.42], [0.59, 0.22, -0.47], [0.13, 0.29, -0.35], [-0.40, -0.16, 0.55], [0.12, -0.37, 0.03], [0.14, 0.14, -0.91], [-0.93, -0.56, -0.31], [-1.13, 0.62, 0.58], [-0.31, -0.65, -0.23], [-0.16, -0.10, -0.23], [0.15, -0.01, -0.05], [-0.18, -0.01, -0.04], [-0.09, -0.08, -0.06], [-0.15, -0.20, -0.02], [0.21, 0.23, -0.04], [0.07, -0.07, 0.00], [-0.04, -0.03, 0.12], [0.00, 0.03, 0.01], [0.02, 0.13, 0.10], [-0.04, 0.00, 0.03], [-0.08, 0.09, -0.03], [0.01, -0.02, -0.13], [0.02, 0.17, 0.02], [-0.08, 0.01, -0.04], [0.01, -0.02, -0.03], [-0.01, -0.03, -0.04], [0.14, -0.05, 0.04], [-0.03, -0.31, 0.04], [0.09, -0.05, 0.24], [-0.22, 0.00, 0.04], [-0.05, -0.26, 0.33], [0.08, -0.06, -0.10], [0.07, 0.07, 0.01], [0.15, -0.01, -0.04], [0.09, -0.15, 0.23], [-0.12, -0.10, -0.11], [0.16, -0.12, 0.26], [0.04, 0.03, 0.27], [0.17, 0.61, -0.82], [0.64, -0.93, 0.90], [-0.29, 0.78, -0.69], [0.59, -0.71, 0.57], [-0.22, 0.57, -0.35], [-0.09, 0.02, 0.11], [0.07, -0.19, 0.06], [0.18, 0.09, -0.05], [-0.28, -0.12, 0.14], [-0.02, 0.22, -0.05], [-0.03, 0.04, -0.11], [0.12, 0.09, 0.08], [0.06, 0.07, 0.14], [-0.07, 0.07, 0.03], [0.01, 0.09, -0.07], [0.15, 0.25, -0.36], [0.08, 0.03, -0.12], [0.07, -0.08, -0.03], [0.08, 0.02, 0.11], [0.02, 0.13, 0.04], [0.02, 0.04, -0.08], [-0.08, -0.08, -0.12], [-0.06, 0.08, -0.07], [-0.05, 0.11, -0.12], [-0.18, 0.08, 0.06], [-0.07, -0.16, -0.03], [-0.04, 0.09, -0.10], [0.00, -0.14, 0.00], [0.12, -0.02, -0.06], [-0.23, 0.00, 0.08], [0.10, -0.03, -0.15], [0.00, -0.15, 0.03], [0.15, -0.03, 0.04], [0.04, -0.05, -0.09], [-0.09, -0.01, 0.09], [-0.01, -0.02, 0.12], [-0.08, -0.06, 0.08], [0.16, -0.07, 0.06], [-0.09, 0.06, -0.05], [-0.15, -0.11, -0.03], [-0.02, 0.01, 0.07], [-0.15, -0.66, -0.36], [1.08, 0.97, 0.73], [-0.21, -0.18, -0.16], [0.22, 0.23, 0.35], [0.25, 0.00, 0.26], [0.22, 0.02, 0.43], [-0.19, 0.07, -0.38], [-0.07, 0.06, -0.14], [0.02, -0.03, -0.10], [0.03, 0.00, -0.05], [-0.04, 0.02, -0.09], [-0.01, 0.05, 0.04], [-0.51, 0.35, -0.24], [0.11, -0.40, 0.50], [-0.01, 0.06, 0.11], [0.00, 0.28, -0.14], [0.02, 0.17, -0.26], [-0.07, 0.14, -0.26], [-0.14, -0.03, 0.09], [-0.01, -0.01, 0.09], [0.03, -0.01, 0.03], [-0.02, 0.02, -0.03], [0.05, -0.06, 0.01], [-0.02, -0.11, 0.04]], "mulliken_charge": [0.759, -2.123, 1.259, -0.402, -1.438, 0.908, -1.507, 1.476, -0.904, -0.051, -0.388, -0.045, -0.424, -0.764, -0.372, -0.717, 0.026, 0.278, 0.470, 0.480, 0.331, 0.460, 0.285, 0.195, 0.459, 0.368, 0.349, 0.384, 0.376, -1.457, 2.470, -1.697, 0.753, -0.236, -1.191, -0.182, 0.664, 1.003, -1.104, -1.910, -1.188, 0.503, 0.050, -0.424, -1.323, -1.285, -0.287, 0.599, 3.275, -2.056, -1.555, -2.082, 0.475, -0.067, 0.426, -1.325, 0.344, 0.284, 0.441, 0.216, 0.308, 0.137, 0.061, 0.149, -0.023, 0.507, 0.317, 0.468, 0.391, 0.336, 0.483, 0.408, 0.406, 0.406, 0.431, -0.064, 0.466, 0.395, 0.375, 0.139, 0.544, 0.281, -0.280, -0.286, -0.751, -0.328, -0.660, 0.273, 0.436, 0.288, 0.319, 0.320, 0.260, 0.094, -0.070, -0.278, -0.776, -0.396, -0.754, -0.236, 0.626, 0.365, 0.337, 0.356, 0.354], "orbital_gap_ev": 5.4, "total_charge": -2, "relative_energy_ev": 0.513, "e_homo_ev": -1.0, "spin_multiplicity": 1, "e_lumo_ha": 0.16329}